The following is a DFT calculation (ωB97M-V/def2-TZVPD) of a structure of composition C7H10O3 in a non-equilibrium geometry.

Each line ends with the Mulliken charge.
Positions of all 20 atoms, in Å:
1 H -2.147 2.169 0.066  0.3011
2 H 1.615 -0.342 1.632  0.4214
3 C -0.697 0.617 0.601  -0.0969
4 H -3.565 0.018 -0.008  0.4479
5 C 1.757 -0.617 0.582  -0.9238
6 H 3.224 0.189 0.772  0.4501
7 H -0.136 1.230 1.328  0.4868
8 C -1.953 -1.113 -0.995  -0.5631
9 C 0.161 -0.387 -0.148  0.8692
10 O 4.364 0.788 0.990  -0.7431
11 O 1.357 -0.002 -0.644  -0.3604
12 H -0.114 -2.095 -1.541  0.3779
13 C -0.625 -1.323 -0.966  -0.8758
14 H -2.616 -1.642 -1.679  0.4156
15 H 4.465 1.463 0.313  0.2880
16 O -1.798 -0.120 1.180  -0.5154
17 H -1.355 1.483 -1.410  0.2699
18 C -2.475 -0.011 -0.103  0.0930
19 H 2.221 -1.594 0.414  0.4022
20 C -1.681 1.287 -0.383  -0.7446

Values from the calculation:
* charge: 0
* Kohn-Sham gap: 8.865 eV
* spin multiplicity: 1
* ΔE to the lowest compared entry with this formula, charge and spin: 5.679 eV


The following is a DFT calculation (ωB97M-V/def2-TZVPD) of an isolated molecule of C7H10OS in a non-equilibrium geometry.

Each line ends with the Mulliken charge.
Positions of all 19 atoms, in Å:
1 H 1.797 1.539 1.114  0.3605
2 C 0.170 1.458 -0.283  -0.5860
3 H 0.529 0.919 2.033  0.3177
4 S -2.606 1.129 -1.187  -0.2592
5 C 1.282 -0.551 0.787  -0.8629
6 H 0.998 1.510 -1.086  0.1998
7 C -1.016 0.540 -0.589  -0.0185
8 H 1.641 -0.647 -0.245  0.3109
9 H 2.083 -0.849 1.401  0.4663
10 C -0.372 -0.988 -1.446  0.1011
11 O 0.195 -1.057 -2.477  -0.4564
12 C 0.907 0.925 0.989  -0.7707
13 H -0.525 -1.253 1.918  0.3531
14 H -1.880 -1.411 0.150  0.5432
15 H 0.402 -2.439 1.019  0.3122
16 C -0.990 -0.930 -0.114  0.1195
17 C 0.033 -1.416 0.950  -0.6783
18 H -0.281 2.463 -0.353  0.4137
19 H -2.365 1.057 -2.581  0.1340

Values from the calculation:
* charge: 0
* Kohn-Sham gap: 8.146 eV
* spin multiplicity: 1
* ΔE to the lowest compared entry with this formula, charge and spin: 3.080 eV


The following is a DFT calculation (ωB97M-V/def2-TZVPD) of an isolated molecule of C7H10OS2 in a non-equilibrium geometry.

Each line ends with the Mulliken charge.
Positions of all 20 atoms, in Å:
1 H -3.791 -0.667 -0.163  0.3870
2 H -2.636 -1.655 -1.166  0.4176
3 S 3.571 -2.083 -0.099  -0.1386
4 H 3.063 1.846 -0.124  0.2484
5 H -1.749 -0.961 1.270  0.3222
6 C -2.836 -0.735 -0.639  -1.4868
7 C 3.482 -0.395 0.160  0.1713
8 C -1.970 1.131 0.904  -1.1794
9 H -2.238 1.800 -0.011  0.2435
10 O 2.202 1.577 0.152  -0.4476
11 H -2.829 1.105 1.612  0.3721
12 H -0.716 -0.284 -1.586  0.1351
13 H -1.070 1.420 1.390  0.3753
14 C 2.087 0.153 0.054  -0.1241
15 C -0.450 -0.342 -0.448  -0.4008
16 H -2.788 -0.069 -1.607  0.3132
17 H 4.771 -1.903 -0.415  0.1247
18 C -1.690 -0.327 0.330  0.7147
19 C 0.779 -0.225 -0.099  0.2306
20 S 4.809 0.616 0.486  -0.2785

Values from the calculation:
* charge: 0
* Kohn-Sham gap: 7.759 eV
* spin multiplicity: 1
* ΔE to the lowest compared entry with this formula, charge and spin: 3.757 eV


The following is a DFT calculation (ωB97M-V/def2-TZVPD) of a structure of composition C7H10S in a non-equilibrium geometry.

Each line ends with the Mulliken charge.
Positions of all 18 atoms, in Å:
1 H 0.005 -2.144 -1.097  0.3107
2 C 0.251 -1.444 -0.224  -1.1799
3 H 0.098 -2.186 0.485  0.5298
4 C 1.702 0.220 -0.325  -0.5530
5 H -0.814 2.754 -0.078  0.4828
6 H -0.721 -0.028 -2.167  0.1610
7 H 2.615 0.919 -0.377  0.2688
8 H -2.288 -1.043 1.392  0.4127
9 H 2.618 -1.610 -0.734  0.3236
10 C 0.397 1.022 -0.039  0.1422
11 C -0.590 -0.162 0.079  1.1137
12 H -0.698 -0.813 2.298  0.2762
13 C 1.708 -1.011 -0.389  -0.0494
14 C -1.452 -0.306 1.403  -1.5315
15 C 0.034 2.301 -0.044  -0.9637
16 H 0.789 3.084 -0.889  0.1614
17 H -1.816 0.573 1.867  0.3861
18 S -1.839 -0.128 -1.163  -0.2914

Values from the calculation:
* charge: 0
* Kohn-Sham gap: 9.484 eV
* spin multiplicity: 1
* ΔE to the lowest compared entry with this formula, charge and spin: 4.789 eV


The following is a DFT calculation (ωB97M-V/def2-TZVPD) of a structure of composition C7H11AgO6 in a non-equilibrium geometry.

Each line ends with the Mulliken charge.
Positions of all 25 atoms, in Å:
1 Ag 1.522 0.709 -1.999  -0.0106
2 C 0.247 -0.515 -0.672  -0.3763
3 H -5.578 -2.124 0.897  0.3805
4 C -4.617 -2.222 1.419  -1.1908
5 H 5.007 4.553 -0.059  0.2187
6 O -1.121 -1.541 -0.724  -0.4342
7 H 1.823 -1.061 1.004  0.4282
8 C 0.956 -1.256 0.372  -0.1882
9 O 4.275 3.016 -1.149  -0.2541
10 H -4.563 -3.231 1.847  0.3277
11 H 1.325 -1.916 -0.604  0.3718
12 H -3.549 -2.711 -0.411  0.3181
13 C 4.038 4.070 -0.211  -0.5927
14 C -1.165 -1.988 0.453  0.8279
15 H -0.489 0.255 -0.384  0.5819
16 H 3.326 4.793 -0.625  0.2962
17 H -3.520 -0.977 0.016  0.3233
18 H -4.573 -1.481 2.226  0.3202
19 C 3.261 2.261 -1.503  1.2737
20 H 3.658 3.661 0.733  0.3066
21 O -0.082 -1.856 1.175  -0.3079
22 O 3.501 1.225 -2.191  -0.5878
23 C -3.516 -1.996 0.420  -0.1872
24 O 2.077 2.518 -1.139  -0.6166
25 O -2.242 -2.187 1.110  -0.2285

Values from the calculation:
* charge: +1
* Kohn-Sham gap (alpha / beta): 10.199 / 6.274 eV
* spin multiplicity: 2
* ΔE to the lowest compared entry with this formula, charge and spin: 3.397 eV


The following is a DFT calculation (ωB97M-V/def2-TZVPD) of a structure of composition C7H11BeBrO5S in a non-equilibrium geometry.

Each line ends with the Mulliken charge.
Positions of all 26 atoms, in Å:
1 H -0.037 -1.457 2.292  0.6326
2 O 2.646 1.838 -0.981  -0.5547
3 C -0.909 0.524 2.372  -0.4315
4 H -1.464 -0.789 -0.954  0.3457
5 H -1.629 0.278 3.200  0.3725
6 O -1.888 2.664 2.015  -0.2938
7 H -0.342 -2.107 -1.099  0.4424
8 H -0.022 -1.023 -3.078  0.5113
9 H -1.457 -1.400 1.236  0.1373
10 C 1.784 -0.429 -2.092  -0.8417
11 Br -0.364 1.391 -2.616  -0.0634
12 H 2.070 -1.465 -1.936  0.3988
13 C -0.546 -0.828 1.568  0.0850
14 H -0.019 0.874 2.891  0.5010
15 O 3.337 -0.199 0.016  -0.5738
16 H -2.155 1.936 -0.282  0.3582
17 C -0.399 -1.024 -0.990  -0.8255
18 S 2.310 0.514 -0.645  1.0986
19 H 2.301 0.017 -2.931  0.5275
20 O -1.957 1.176 0.322  0.0348
21 C 0.337 -0.677 0.323  -0.0751
22 H 1.114 -1.439 0.404  0.7566
23 C 0.260 -0.417 -2.229  -0.5240
24 Be -2.306 -0.150 1.317  0.0831
25 O 0.957 0.575 0.308  -0.4248
26 C -1.623 1.616 1.569  0.3228

Values from the calculation:
* charge: +2
* Kohn-Sham gap: 5.077 eV
* spin multiplicity: 1


What electronic energy values result from the calculations? In sequence: -498.23399, -746.02292, -1144.20452, -670.72756, -871.30778, -3635.66720 Eh.